7
Properties=species:S:1:pos:R:3:forces:R:3 method="wB97M-V/def2-TZVPD" de_lowest_kcal_mol=80.4 total_charge=0 total_energy_ha=-689.87193 gap_ev="7.700 / 8.210"
C 0.8874 0.7819 0.3023 -1.1 0.2 -1.8
N -0.4601 -1.6819 0.1887 0.5 0.2 0.8
I -0.7056 2.0486 -0.0721 0.5 0.3 0.6
I -2.2928 -1.0683 -0.0041 -1.8 -0.1 0.4
H 1.2442 0.5375 -0.6864 0.4 -0.5 0.2
H 1.6037 0.9748 1.0582 0.2 0.1 0.9
H -0.2769 -1.5925 -0.7866 1.3 -0.3 -1.2

=====

12
Properties=species:S:1:pos:R:3:forces:R:3 method="wB97M-V/def2-TZVPD" de_lowest_kcal_mol=92.1 total_charge=0 total_energy_ha=-1453.92594 gap_ev=4.563
C 0.9911 1.4551 1.4306 -2.1 -2.6 -3.5
C -2.3840 -1.6261 -1.0448 1.5 -1.6 0.1
O 2.1390 0.8747 0.7650 0.9 -0.4 -1.7
F -3.1943 -0.6939 -1.6170 -0.3 0.4 -0.7
P 2.2585 0.8470 -0.8657 -1.1 -0.5 2.4
S -0.9514 -0.9482 -0.1836 0.6 0.4 0.2
Cl 3.9002 -0.2816 -0.9756 -0.1 0.0 -0.1
H 0.0722 0.8270 1.0534 1.5 1.3 1.4
H 0.9097 2.4071 1.0531 -0.6 2.4 -0.9
H 1.1680 1.5545 2.4320 0.5 -0.5 2.6
H -3.0063 -2.0559 -0.1807 1.0 -0.2 -1.5
H -1.9028 -2.3597 -1.8669 -1.9 1.4 1.8

=====

45
Properties=species:S:1:pos:R:3:forces:R:3 method="wB97M-V/def2-TZVPD" de_lowest_kcal_mol=19.6 total_charge=-2 total_energy_ha=-16521.32471 gap_ev=4.164
K 2.7901 0.8119 0.1403 1.0 -1.7 -0.2
C -2.7719 0.9838 0.8787 0.0 0.1 0.0
C -2.2613 2.3681 0.5866 0.1 0.0 0.0
C -3.1441 3.4487 0.3962 0.0 0.1 0.0
C -2.6393 4.7072 0.2166 0.0 -0.1 0.0
C -1.2437 4.9097 0.2190 0.1 -0.2 0.0
C -0.6109 6.1629 0.1184 0.1 0.4 0.0
Br -1.6550 7.7676 -0.0296 0.0 -0.1 0.0
C 0.7564 6.2796 0.1337 -0.3 -0.1 0.0
C 1.5428 5.1392 0.2092 0.3 -0.2 0.0
Br 3.4354 5.3263 0.2087 -0.1 0.0 0.0
C 1.0374 3.8170 0.2721 0.1 0.2 0.0
O 1.7563 2.7902 0.2760 -0.9 1.4 0.1
C -0.4280 3.7448 0.3386 -0.1 0.2 0.0
N -0.9589 2.5239 0.5309 -0.1 -0.2 0.0
H -3.8599 0.9708 0.9551 0.0 0.0 0.0
H -2.3404 0.6286 1.8148 0.0 -0.1 0.0
H -2.4515 0.2961 0.0964 0.0 0.0 0.0
H -4.2144 3.2793 0.3962 0.0 0.0 0.0
H -3.2993 5.5526 0.0741 0.0 0.0 0.0
H 1.2244 7.2525 0.0793 0.0 0.0 0.0
Se 5.7209 0.2628 1.6503 -0.2 0.4 0.3
Se 6.1793 -1.1999 -0.0857 0.5 0.1 -0.3
Se 4.3408 -2.5910 -0.2807 -0.3 -0.6 0.4
Se 3.2235 -2.1861 -2.2625 -0.3 0.4 -0.3
C -2.1941 -2.6948 0.3222 0.0 0.3 0.0
P -0.5203 -1.9248 0.0423 -0.1 -0.4 0.0
C -0.6931 -1.4851 -1.7387 0.0 0.0 0.1
C 0.3760 -3.5243 -0.0456 0.0 0.1 0.0
C 1.2493 -3.8305 0.9911 -0.1 -0.1 0.0
C 1.9284 -5.0425 1.0072 0.0 0.0 0.0
C 1.7420 -5.9497 -0.0208 0.0 -0.1 0.0
C 0.8732 -5.6502 -1.0619 0.0 0.0 -0.1
C 0.1938 -4.4456 -1.0746 0.1 0.0 0.1
H -2.3930 -3.4611 -0.4293 0.0 0.0 0.0
H -2.9712 -1.9287 0.2736 0.0 0.0 0.0
H -2.2202 -3.1552 1.3106 0.0 0.0 0.0
H -1.4067 -2.1274 -2.2598 0.0 0.0 0.0
H 0.2946 -1.5777 -2.1980 0.0 0.1 0.0
H -1.0220 -0.4465 -1.8109 0.0 0.0 -0.1
H 1.4159 -3.1029 1.7760 0.1 0.0 0.0
H 2.6307 -5.2585 1.8019 0.0 0.0 0.0
H 2.2931 -6.8824 -0.0273 0.0 0.0 0.0
H 0.7482 -6.3496 -1.8802 0.0 0.0 0.0
H -0.4534 -4.2089 -1.9105 0.0 0.0 0.0

=====

266
Properties=species:S:1:pos:R:3:forces:R:3 method="wB97M-V/def2-TZVPD" total_charge=+5 total_energy_ha=-7171.59371 gap_ev=8.907
C -3.7326 4.3754 -2.6634 0.6 1.6 -2.1
C -3.0235 5.0728 -3.8983 -0.6 -0.1 -0.6
C -2.2009 6.2663 -3.4540 1.0 1.1 -1.5
C -0.8236 5.8382 -2.8771 -0.5 0.4 -2.1
N 0.3260 6.7742 -3.3028 1.2 1.6 1.3
C 0.6180 6.9319 -4.7770 -0.7 -3.4 0.3
C 0.1444 8.2451 -5.1959 0.3 1.3 -0.7
C 0.4321 9.1699 -4.0227 1.5 -0.5 0.7
C 0.0094 8.2294 -2.9223 -2.0 -0.3 0.4
C 1.5869 6.4817 -2.4901 0.3 -1.4 -2.4
H -3.0500 3.6264 -2.3812 0.7 -1.0 1.0
H -4.6477 3.9026 -3.0119 -0.2 0.2 0.4
H -3.8299 5.1836 -1.9073 -0.5 -0.9 -0.2
H -3.7229 5.4620 -4.6770 0.0 -0.4 0.9
H -2.3430 4.4238 -4.5100 -0.6 0.0 0.8
H -2.7431 6.9023 -2.7549 -0.1 0.0 0.0
H -2.0655 6.8974 -4.4080 0.1 -0.8 1.4
H -0.6645 4.8160 -3.2585 0.7 0.6 0.4
H -0.8030 5.8768 -1.8196 0.0 -0.3 1.1
H 1.6317 6.7184 -5.0483 1.0 0.3 0.7
H 0.1530 6.0481 -5.2147 -0.6 0.3 -0.4
H 0.6973 8.4690 -6.0887 -0.2 0.6 -0.6
H -0.9128 8.2387 -5.3635 -0.6 0.1 -0.5
H 1.4901 9.5171 -3.9197 -0.7 -0.4 -0.3
H -0.2134 10.0204 -3.9121 -0.2 0.6 -0.5
H 0.3585 8.3812 -1.9164 0.1 0.3 0.2
H -1.0976 8.3223 -2.9601 0.7 -0.3 0.5
H 1.4136 6.6322 -1.4828 -0.7 0.6 2.0
H 2.3991 7.1521 -2.8261 -0.5 -0.5 0.0
H 1.8122 5.4049 -2.5697 0.2 0.5 -0.5
C 1.8501 -9.9382 0.3390 -0.1 2.9 -0.3
C 0.4100 -9.2830 0.5784 2.4 -0.1 0.3
C 0.1837 -8.6925 1.9674 -2.0 -1.4 0.1
C 1.2373 -7.7435 2.3829 0.2 -0.2 0.7
N 1.0874 -7.1678 3.7794 1.9 1.1 0.7
C 2.1516 -6.0487 4.0491 1.0 1.4 -0.3
C 2.4633 -5.9892 5.6130 -0.5 -0.1 -0.5
C 1.8287 -7.2907 6.1497 0.8 0.2 0.3
C 1.4574 -8.1146 4.8996 0.6 1.2 0.8
C -0.2162 -6.4936 3.9231 -0.2 -0.1 -0.8
H 1.8933 -10.7669 -0.3584 -0.3 0.0 -0.1
H 2.3132 -10.2508 1.2797 -0.2 -0.1 0.0
H 2.4876 -9.0675 -0.0598 -0.6 -1.5 0.4
H -0.3438 -10.0104 0.4759 -1.0 -1.0 -0.4
H 0.1639 -8.4216 -0.0477 0.5 -0.4 -0.8
H 0.1233 -9.5005 2.7273 -0.1 0.3 -0.4
H -0.8548 -8.3422 1.7405 0.7 0.5 1.4
H 1.3021 -6.8872 1.7661 0.3 0.8 -0.9
H 2.1296 -8.3672 2.2928 0.5 0.8 0.5
H 1.7215 -5.0791 3.6789 0.5 -1.1 0.1
H 3.1039 -6.2719 3.4652 -1.4 0.0 0.7
H 2.0469 -5.1469 6.2291 0.1 -0.4 -1.3
H 3.5381 -5.9094 5.7605 0.1 -0.3 -0.2
H 0.9911 -6.9190 6.7520 -0.2 -0.9 -0.2
H 2.5140 -7.9073 6.8034 -0.8 0.7 -0.7
H 0.6633 -8.7353 5.1983 -1.0 -1.3 -0.4
H 2.3736 -8.6068 4.5782 -0.3 -0.4 -0.2
H -0.1337 -5.5856 4.4421 0.3 0.8 1.6
H -0.9023 -7.1737 4.3420 -1.0 -0.7 0.5
H -0.5800 -6.0575 3.0002 0.1 -0.6 -0.7
C 7.8707 -5.7235 -7.4185 0.1 1.2 0.7
C 7.4261 -6.5134 -6.1918 -0.6 0.5 1.5
C 5.9195 -6.3876 -5.8385 -0.2 -1.3 -0.1
C 5.3749 -7.1565 -4.5946 1.1 0.4 -0.2
N 4.4431 -8.2542 -4.9751 -0.5 -0.7 -0.4
C 3.1595 -7.7311 -5.6541 0.0 -1.2 -0.1
C 2.1260 -7.7709 -4.5560 0.9 -0.1 -0.3
C 2.4342 -9.0714 -3.8260 0.1 1.5 -0.9
C 3.9178 -8.9286 -3.6350 0.8 0.7 -0.5
C 5.0221 -9.3247 -5.8987 -0.1 0.4 1.6
H 7.5699 -4.6562 -7.3189 0.5 -0.5 0.2
H 7.3893 -5.9767 -8.3523 0.1 -0.8 -0.2
H 8.9741 -5.7899 -7.4681 -0.6 0.1 -0.4
H 7.8712 -6.0763 -5.2587 0.4 -0.5 -0.9
H 7.7637 -7.5528 -6.2723 -0.2 0.1 0.1
H 5.3180 -6.7765 -6.6446 -0.1 0.2 -0.7
H 5.6524 -5.3614 -5.7381 -0.1 0.9 0.0
H 4.8450 -6.5324 -3.8432 0.3 -0.2 -0.6
H 6.2136 -7.6456 -4.0868 -0.1 0.0 0.1
H 2.8408 -8.4993 -6.3875 0.4 0.2 0.4
H 3.2524 -6.8518 -6.2869 0.5 0.4 0.7
H 1.2441 -7.8385 -5.0962 -2.2 0.1 -0.5
H 2.1163 -6.9276 -3.9093 0.1 0.8 0.6
H 2.1088 -9.8425 -4.4938 0.3 -1.0 -0.2
H 1.8522 -9.1186 -2.9449 -0.2 -0.2 1.2
H 4.4713 -9.8399 -3.4924 0.3 -0.3 0.0
H 4.2090 -8.1845 -2.8673 -0.6 -0.6 -0.2
H 5.8967 -9.8249 -5.5252 0.4 0.1 0.8
H 5.2872 -8.9631 -6.8533 -0.1 0.8 -1.1
H 4.2365 -10.0344 -5.9296 -0.6 -0.8 -0.5
C 5.9016 1.4863 -1.1002 0.0 -1.4 -1.1
C 5.7026 -0.0503 -1.3726 -2.3 1.9 0.3
C 6.4298 -0.8930 -0.4074 0.8 -0.2 1.4
C 5.7251 -2.2099 -0.1710 2.0 -0.6 -1.0
N 6.6701 -3.2320 0.5062 -1.5 -0.6 -0.2
C 5.7715 -4.3047 1.2100 0.4 -1.0 -3.3
C 6.3546 -4.5092 2.5138 1.7 -0.3 1.7
C 7.8273 -3.9229 2.4272 -3.3 1.5 1.0
C 7.4805 -2.6549 1.5948 4.0 -1.9 -0.9
C 7.5600 -3.8363 -0.5665 -0.3 -0.4 -0.1
H 6.9612 1.7028 -1.0598 0.3 0.2 -0.1
H 5.4722 1.7325 -0.1447 -0.3 0.2 0.3
H 5.4387 2.0614 -1.9126 0.1 0.0 0.4
H 6.0174 -0.3449 -2.3499 0.0 0.1 -0.9
H 4.5943 -0.2433 -1.2923 0.9 0.1 -0.2
H 6.5891 -0.3594 0.5417 -0.1 -0.1 -0.2
H 7.4168 -1.0360 -0.8341 0.4 -0.3 0.2
H 5.5942 -2.6792 -1.1535 -0.8 0.1 0.3
H 4.8124 -2.1083 0.3928 -0.1 -0.1 0.1
H 5.8099 -5.2406 0.5982 0.2 1.1 0.3
H 4.7443 -4.0042 1.1172 -0.2 0.4 0.4
H 6.3031 -5.5545 2.7747 0.2 -0.3 0.2
H 5.7899 -3.9788 3.2538 -0.1 0.5 0.7
H 8.5057 -4.5401 1.9166 0.9 -0.9 -0.5
H 8.1644 -3.6792 3.4271 0.4 0.0 0.0
H 8.4617 -2.2347 1.2059 -1.4 -0.3 0.1
H 6.9942 -1.8852 2.0930 -1.2 1.1 1.1
H 8.4838 -4.3777 -0.2311 -1.1 0.8 0.1
H 7.7748 -2.9566 -1.1245 1.0 0.4 -0.7
H 6.9870 -4.4878 -1.2503 -0.1 0.2 0.8
C -4.0814 -0.6635 0.3523 0.8 -2.7 0.2
C -4.5204 0.7284 0.4982 -0.1 1.3 1.5
C -3.5001 1.7668 0.9987 0.5 0.6 2.0
C -2.7204 1.2607 2.2729 -1.4 1.8 -0.6
N -1.4358 2.0020 2.6547 -1.2 1.4 -0.6
C -1.7289 3.4387 3.1220 -1.2 1.0 -0.6
C -1.7981 3.4009 4.6458 2.2 2.0 -0.5
C -0.7489 2.3499 5.0002 0.7 0.1 -0.9
C -0.9191 1.3071 3.8742 2.1 -0.5 -0.3
C -0.4109 2.1016 1.5831 1.2 -2.0 1.1
H -4.0822 -1.3157 1.2279 -0.5 0.6 0.7
H -3.0310 -0.8354 0.1063 -0.1 0.3 -1.1
H -4.7941 -1.2063 -0.2867 0.6 0.2 -0.4
H -5.3690 0.7092 1.1951 -0.1 0.4 -0.4
H -4.8293 1.0703 -0.4603 -0.6 0.5 -0.7
H -3.9773 2.7439 1.2514 0.0 -0.7 -0.3
H -2.7517 1.9928 0.2674 0.4 0.0 -0.8
H -2.5024 0.2552 2.0283 0.8 -1.1 0.4
H -3.3235 1.3605 3.2017 0.1 -0.4 -0.7
H -0.9345 4.0747 2.7234 0.2 -0.3 0.4
H -2.6586 3.9051 2.6723 0.9 -1.1 0.3
H -1.6666 4.4666 5.0815 0.1 -1.9 -0.6
H -2.7373 3.0914 4.9130 -2.4 -0.8 0.9
H 0.2527 2.8436 4.9639 -0.6 -0.7 0.2
H -0.9251 1.8200 5.9250 0.2 0.3 0.5
H -0.0555 0.6561 3.5720 -0.2 1.2 0.3
H -1.5809 0.5206 4.1075 -1.3 -0.3 0.6
H -0.1063 1.0802 1.3423 0.0 0.1 -0.1
H 0.4234 2.6440 1.9794 0.7 -0.1 0.7
H -0.5830 2.6295 0.7010 -1.6 0.8 -1.3
C -3.1006 -10.9110 -1.3855 -0.7 -0.3 0.9
C -3.7200 -9.5608 -1.5790 -0.5 1.3 1.1
C -4.2566 -9.0080 -0.1998 -0.9 -1.7 -2.5
C -4.8085 -7.5743 -0.4324 -0.6 -3.5 1.5
N -4.5917 -6.8840 0.8323 0.7 2.0 0.2
C -5.0785 -7.5523 2.1210 2.0 -1.5 -1.2
C -5.2758 -6.4773 3.1208 2.0 1.2 -0.8
C -5.2696 -5.1588 2.3373 -0.9 1.1 -0.6
C -5.3587 -5.5789 0.8816 0.9 -0.2 -1.6
C -3.1077 -6.6092 0.8679 -0.2 2.0 -1.5
H -2.4374 -10.8856 -0.4754 -0.6 -0.5 -1.0
H -2.5752 -11.1966 -2.2613 0.9 -0.3 -0.7
H -3.9302 -11.6494 -1.3228 0.7 0.2 0.6
H -4.5195 -9.5984 -2.3330 0.2 0.1 0.2
H -2.9970 -8.7841 -1.8687 0.1 -0.4 -0.4
H -3.3926 -9.1477 0.4593 -0.5 0.4 0.2
H -5.1081 -9.6932 0.0924 1.1 0.7 0.2
H -5.8656 -7.7106 -0.4822 -0.9 0.1 -0.5
H -4.4355 -7.1883 -1.3667 0.4 1.0 0.3
H -4.3171 -8.3137 2.3402 -0.4 0.2 0.3
H -5.9975 -8.0704 1.9467 -0.6 -0.3 -0.6
H -4.5509 -6.4506 3.9125 0.4 -0.1 0.3
H -6.1940 -6.6597 3.5111 -2.7 -0.2 1.6
H -4.2988 -4.6130 2.4238 -1.1 0.0 0.5
H -6.2084 -4.5631 2.5683 1.6 -0.2 0.0
H -4.8002 -4.9738 0.1332 -0.7 0.3 0.7
H -6.3407 -5.8249 0.4399 0.2 0.3 0.6
H -2.8485 -5.8092 1.5421 0.0 0.0 0.5
H -2.7743 -6.2112 -0.1494 -0.6 -0.6 1.3
H -2.5972 -7.5013 1.0697 0.7 -1.0 0.4
C -12.4535 10.7928 4.0897 -3.4 0.8 0.5
C -11.9081 9.8270 3.1298 0.6 -0.6 -0.3
C -10.8854 10.4411 2.2588 0.2 -1.1 -1.4
O -10.4261 9.2936 1.5359 0.9 0.5 -0.4
C -9.4487 9.4775 0.4837 0.8 0.7 1.8
N -11.1280 8.7342 3.8392 0.0 0.0 1.6
H -10.0916 8.8653 3.7496 -0.3 0.0 0.5
H -11.4507 8.6949 4.8358 0.7 -0.1 -1.0
H -11.2951 7.8354 3.4162 -0.1 -0.5 -0.2
H -13.2200 10.2394 4.6443 0.3 0.1 0.8
H -13.1782 11.4711 3.5641 1.0 -0.3 0.1
H -11.8513 11.4170 4.7526 0.4 -0.5 -0.3
H -12.6788 9.2627 2.5626 0.3 0.8 0.3
H -10.1433 10.9100 2.8770 1.0 0.0 0.4
H -11.2912 11.2402 1.6696 -0.4 0.2 -0.8
H -8.5566 10.0764 0.8363 -1.1 -0.4 -0.3
H -9.9368 9.9515 -0.3266 -0.3 0.5 -1.0
H -9.0580 8.5110 0.2037 -0.3 -0.3 0.0
C 6.8813 10.0022 -8.1524 -1.3 0.9 1.1
C 8.1084 9.1973 -8.4019 0.4 0.7 1.2
C 9.2598 9.9318 -9.0379 -0.5 1.4 -0.4
O 9.5494 10.9477 -8.0870 0.0 -0.9 0.3
C 10.4755 11.9598 -8.4258 -0.3 -0.2 -0.8
N 8.6505 8.7806 -7.0235 0.9 -1.6 -0.1
H 7.9733 8.7783 -6.2393 0.3 -0.1 -0.8
H 9.1311 7.8316 -7.0803 -0.7 1.5 0.3
H 9.3537 9.5243 -6.8387 -0.1 -0.1 0.2
H 7.0415 10.9153 -7.5124 0.1 -0.9 -0.8
H 6.0943 9.4067 -7.6328 0.6 0.2 -0.4
H 6.4479 10.3128 -9.0955 -0.1 0.2 -0.2
H 7.8960 8.3648 -9.0032 -0.4 -1.5 -0.4
H 8.8415 10.4487 -9.9246 0.5 -0.6 0.0
H 10.0844 9.2319 -9.3032 -0.2 0.7 0.2
H 11.4648 11.6545 -8.1859 1.0 -0.2 -0.2
H 10.2255 12.8219 -7.8893 -0.4 1.1 1.4
H 10.3335 12.3110 -9.4354 0.3 -0.4 -0.7
C -5.6644 6.2347 8.1615 -1.5 -0.1 0.1
C -5.1286 7.6153 8.1877 0.7 0.7 -0.3
C -3.9042 7.6967 7.2003 -0.5 1.2 1.5
O -3.0947 6.6188 7.5520 0.5 0.3 -1.0
C -1.9294 7.0297 8.2307 0.6 -1.6 -0.4
N -6.0866 8.6146 7.6058 -0.7 0.2 0.8
H -6.3062 8.4237 6.5942 0.4 -0.4 -0.2
H -6.9873 8.7083 8.0767 0.2 -0.1 0.3
H -5.6267 9.5065 7.6432 0.1 0.8 0.0
H -6.4980 6.1841 7.4752 -0.1 -0.3 -0.5
H -6.0585 5.8978 9.0963 -0.2 0.0 0.8
H -4.8949 5.5564 7.9045 0.6 -0.7 -0.5
H -4.8994 7.9231 9.2519 0.1 0.0 -1.4
H -3.4599 8.7197 7.3715 0.2 -1.0 -0.1
H -4.1967 7.6966 6.1435 -0.1 -0.5 0.4
H -1.4081 7.7686 7.6565 0.6 0.4 -0.4
H -1.3101 6.1028 8.3421 -0.4 1.0 0.2
H -2.2098 7.4635 9.1596 0.1 0.2 1.2
C 2.2836 -4.4075 -0.9245 -0.5 1.3 -0.8
F 2.9317 -3.2711 -0.6031 0.9 -0.1 -0.3
F 1.1284 -4.2577 -0.3143 -0.8 -1.1 0.6
F 2.0093 -4.3765 -2.2567 0.6 -0.2 0.5
S 3.3043 -5.8831 -0.4980 1.1 0.2 -1.2
O 3.3391 -5.8612 0.9553 -0.2 -0.2 -0.5
O 2.6610 -6.9832 -1.1733 -0.9 -0.4 0.6
O 4.5698 -5.5807 -1.1807 -0.4 0.3 0.7
C -6.0548 8.2700 2.5541 -2.0 0.0 0.7
F -5.0232 7.4472 2.4886 0.0 -0.4 -0.4
F -5.6198 9.4992 2.4762 0.6 1.0 0.3
F -6.9338 8.1273 1.5378 0.8 -0.7 -0.1
S -7.0980 7.9571 4.0961 -1.1 0.4 -1.5
O -8.0732 9.0123 4.1433 0.1 2.6 0.5
O -7.8615 6.7993 3.8279 0.5 -3.0 -0.3
O -6.1106 7.9186 5.1603 0.3 0.0 0.1
C -1.8549 -2.3818 3.7919 -0.7 -1.8 -0.7
F -2.3242 -3.4200 4.5462 0.3 0.4 -0.3
F -2.9287 -1.6735 3.4146 0.0 0.0 0.0
F -1.1013 -1.6283 4.5480 0.5 0.6 0.9
S -0.8353 -3.0054 2.3536 -1.3 1.0 -1.4
O -0.5307 -1.7583 1.6788 0.1 -0.1 0.4
O 0.2357 -3.6569 3.0438 0.8 -0.5 0.5
O -1.6840 -3.8888 1.5514 0.1 0.1 0.9
C 0.2623 0.8943 -2.4247 -2.1 -0.5 -0.1
F 1.3639 0.3407 -2.8585 0.4 -0.3 -0.9
F -0.7060 1.0342 -3.4014 1.2 -0.8 0.5
F -0.2534 0.0458 -1.4941 0.2 0.8 -0.3
S 0.5434 2.5747 -1.8616 0.1 1.3 -0.2
O -0.7594 2.9891 -1.3752 -0.3 0.0 0.3
O 1.5590 2.4531 -0.8459 0.3 0.0 0.2
O 0.9185 3.2930 -3.0795 0.3 -0.5 0.5